The following is a DFT calculation (wB97M-V/def2-TZVPD) of C28H33ClMoN2O3S3 as an isolated structure.

Geometry as XYZ:
```
71
Properties=species:S:1:pos:R:3:forces:R:3:lowdin_charge:R:1
Mo 0.6002 0.3999 1.3335 0.1 -0.1 0.1 0.84
Cl -2.7707 -3.1347 -4.0070 0.0 0.0 0.0 0.65
S 0.3057 -0.2172 3.5681 0.1 0.2 -0.4 0.59
S -0.6979 2.4498 1.8818 0.0 0.0 0.0 0.61
S -0.4414 -1.5504 0.9350 0.1 0.1 0.1 0.65
O 0.6880 1.0298 -0.6191 -0.2 -0.1 0.1 -0.23
O 1.8368 0.3972 -3.1171 0.0 0.0 0.0 -0.03
O -0.4912 2.5456 -1.7568 0.0 0.0 0.0 0.03
N -2.4373 1.7778 0.0103 0.0 0.0 0.0 0.04
N -2.8028 0.8983 2.1772 0.0 0.0 0.0 0.02
C 0.1915 0.8840 -5.4815 0.0 0.0 0.0 -0.03
C -3.5385 1.2375 -0.7844 0.0 0.0 0.0 -0.19
C 3.8774 3.5708 0.6112 0.0 0.0 0.0 -0.07
C 3.2115 -1.1138 1.6559 0.0 0.0 0.0 -0.12
C -2.1336 1.6208 1.2748 0.0 0.0 0.0 -0.75
C 0.5072 -1.4503 -2.4860 0.0 0.0 0.0 -0.01
C 5.2669 3.3471 0.5037 0.0 0.0 0.0 -0.08
C -5.1512 0.0819 2.2977 0.0 0.0 0.0 -0.07
C 4.9220 1.0094 1.0288 0.0 0.0 0.0 -0.17
C -3.0857 0.0541 -1.6275 0.0 0.0 0.0 -0.06
C 4.6038 -1.3278 1.5527 0.0 0.0 0.0 -0.08
C 2.6631 0.1289 1.4446 0.0 -0.1 0.1 -0.26
C 3.5262 1.2249 1.1278 0.0 0.0 0.0 -0.18
C 0.7408 -0.4045 -3.3666 0.0 0.0 0.0 -0.24
C -0.0754 -0.2065 -4.4816 0.0 0.0 0.0 -0.19
C -0.3891 -1.8251 3.5889 -0.1 -0.1 0.0 -0.75
C 0.4749 1.7934 -1.6233 0.1 0.1 0.0 -0.57
C -1.1516 -1.0714 -4.6621 0.0 0.0 0.0 -0.07
C -1.3327 -3.7849 2.2924 0.0 0.0 0.0 -0.12
C -1.3913 -2.0968 -3.7656 0.0 0.0 0.0 -0.68
C 1.5303 1.7284 -2.7224 0.0 0.0 0.0 -0.08
C 5.4373 -0.2929 1.2456 0.0 0.0 0.0 -0.03
C 3.0355 2.5396 0.9170 0.0 0.0 0.0 -0.06
C -3.7023 -0.2380 1.9683 0.0 0.0 0.0 -0.23
C 5.7730 2.0970 0.7115 0.0 0.0 0.0 -0.04
C -0.5628 -2.3070 -2.6780 0.0 0.0 0.0 -0.12
C -0.5889 -2.4519 4.9452 0.0 0.0 0.0 -0.13
C -0.7175 -2.4230 2.4337 0.0 0.0 0.0 -0.74
H 1.9723 2.7462 0.9984 0.0 0.0 0.0 0.06
H -5.2484 0.3993 3.3361 0.0 0.0 0.0 0.08
H 1.1681 -1.5659 -1.6375 0.0 0.0 0.0 0.11
H 1.1838 2.3324 -3.5602 0.0 0.0 0.0 0.11
H -1.7015 2.2433 -0.5536 0.0 0.0 0.0 0.08
H -2.7248 -0.7689 -1.0082 0.0 0.0 0.0 0.05
H -0.6976 -4.4410 1.6934 0.0 0.0 0.0 0.08
H 6.8388 1.9153 0.6369 0.0 0.0 0.0 0.11
H -5.5398 0.8830 1.6681 0.0 0.0 0.0 0.07
H 5.0044 -2.3195 1.7212 0.0 0.0 0.0 0.10
H -0.7606 -3.1100 -1.9819 0.0 0.0 0.0 0.10
H -2.2654 0.3512 -2.2825 0.0 0.0 0.0 0.07
H 2.4597 2.1477 -2.3338 0.0 0.0 0.0 0.14
H -1.8037 -0.9456 -5.5171 0.0 0.0 0.0 0.11
H 6.5066 -0.4492 1.1656 0.0 0.0 0.0 0.11
H 5.9265 4.1703 0.2619 0.0 0.0 0.0 0.10
H 2.5717 -1.9497 1.9133 0.0 0.0 0.0 0.08
H -2.3010 -3.7302 1.7875 0.0 0.0 0.0 0.07
H -4.3771 0.9916 -0.1389 0.0 0.0 0.0 0.09
H -0.2053 0.6075 -6.4576 0.0 0.0 0.0 0.08
H -3.5846 -0.6036 0.9511 0.0 0.0 0.0 0.09
H -5.7727 -0.8023 2.1522 0.0 0.0 0.0 0.08
H -1.4809 -4.2564 3.2628 0.0 0.0 0.0 0.07
H -1.6114 -2.8114 5.0762 0.0 0.0 0.0 0.08
H -0.3803 -1.7290 5.7318 0.0 0.0 0.0 0.06
H -0.2840 1.8211 -5.1832 0.0 0.0 0.0 0.09
H 0.0821 -3.3015 5.0877 0.0 0.0 0.0 0.08
H -2.3379 0.9178 3.0750 0.0 0.0 0.0 0.09
H 3.4783 4.5649 0.4549 0.0 0.0 0.0 0.11
H -3.3338 -1.0345 2.6170 0.0 0.0 0.0 0.11
H -3.9056 -0.3092 -2.2483 0.0 0.0 0.0 0.08
H 1.2611 1.0660 -5.5815 0.0 0.0 0.0 0.09
H -3.8668 2.0505 -1.4334 0.0 0.0 0.0 0.13
```
Positions in Å, forces in eV/Å.

The frontier orbital gap (spin up / spin down) is 0.24869 / 0.24872 Ha. The maximum force comes out at 0.0083 hartree/bohr. Its energy above the lowest of the compared OMol25 structures with the same formula, charge and spin is 0.0 kJ/mol. The spin multiplicity is 1.